This record from OMol25 describes a structure of composition C37H34Cl2MoN3O7S2Sb2. The level of theory is ωB97M-V with the def2-TZVPD basis set.

## Properties
relative energy (zero: lowest compared OMol25 entry of this formula, charge and spin)	45.5	kcal/mol
multiplicity	3
HOMO (alpha / beta)	-9.981 / -9.884	eV
net charge	+1
energy	-4386.32448	Eh

Structure (XYZ):
```
88
C37H34Cl2MoN3O7S2Sb2, DFT ωB97M-V with the def2-TZVPD basis set
Mo -0.629 -1.332 0.758
O 0.351 -0.635 -2.896
S -0.849 -0.721 -1.953
O -2.079 -0.402 -2.584
O -0.512 0.191 -0.758
O -0.787 -2.065 -1.262
C 2.112 -2.565 -1.383
C 2.098 -3.041 0.058
C 0.732 -3.059 0.766
Sb 1.770 -0.144 1.247
C 3.663 -0.434 2.145
C 3.785 -0.757 3.500
C 5.048 -0.889 4.067
C 6.183 -0.704 3.286
C 6.063 -0.393 1.937
C 4.805 -0.263 1.361
C 1.334 1.834 1.860
C 2.115 2.444 2.837
C 1.786 3.720 3.286
C 0.679 4.381 2.768
C -0.094 3.775 1.784
C 0.231 2.504 1.330
Sb 2.071 -0.404 -1.665
C 1.823 1.725 -1.829
C 0.884 2.345 -2.645
C 0.788 3.731 -2.639
C 1.630 4.488 -1.831
C 2.578 3.859 -1.034
C 2.664 2.472 -1.032
C 3.627 -0.407 -3.097
C 3.390 0.188 -4.337
C 4.406 0.226 -5.280
C 5.660 -0.299 -4.981
C 5.906 -0.875 -3.741
C 4.888 -0.936 -2.795
H 1.273 -2.958 -1.940
H 3.033 -2.816 -1.892
H 2.829 -2.484 0.638
H 2.468 -4.071 0.056
H 0.874 -3.391 1.790
H 0.093 -3.793 0.258
H 2.903 -0.899 4.117
H 5.147 -1.138 5.117
H 7.167 -0.802 3.733
H 6.949 -0.251 1.330
H 4.722 -0.021 0.310
H 2.985 1.939 3.243
H 2.398 4.195 4.045
H 0.422 5.371 3.128
H -0.943 4.298 1.360
H -0.346 2.064 0.525
H 0.221 1.767 -3.276
H 0.055 4.221 -3.272
H 1.547 5.569 -1.823
H 3.244 4.443 -0.407
H 3.407 1.991 -0.403
H 2.418 0.610 -4.570
H 4.222 0.672 -6.251
H 6.449 -0.260 -5.722
H 6.885 -1.279 -3.512
H 5.084 -1.397 -1.827
Cl -1.189 -0.228 3.152
C -1.792 -1.746 3.883
Cl -1.683 -3.023 2.652
H -2.821 -1.612 4.176
H -1.153 -2.002 4.711
O -8.856 -4.008 0.669
S -9.769 -3.050 0.076
O -10.981 -2.854 0.841
O -10.001 -3.285 -1.346
C -8.861 -1.452 0.050
N -9.562 -0.315 -0.110
C -8.845 0.797 -0.245
C -7.455 0.802 -0.226
C -6.841 -0.415 -0.039
N -7.528 -1.544 0.101
C -5.370 -0.606 0.057
C -4.860 -1.894 -0.096
C -3.525 -2.116 0.092
N -2.672 -1.127 0.455
C -3.159 0.129 0.567
C -4.486 0.424 0.369
H -9.404 1.719 -0.372
H -6.898 1.722 -0.380
H -5.534 -2.711 -0.335
H -3.098 -3.101 -0.029
H -2.457 0.909 0.826
H -4.825 1.444 0.500
```